{
  "formula": "C8H24BBr3N2NbO",
  "method": "ωB97M-V with the def2-TZVPD basis set",
  "total_charge": -1,
  "e_lumo_ev": 1.91,
  "energy_ev": -226060.6727,
  "symbols": ["C", "N", "C", "Nb", "C", "C", "C", "C", "N", "B", "C", "O", "H", "H", "H", "H", "H", "H", "H", "H", "H", "H", "H", "H", "H", "H", "H", "H", "H", "H", "H", "H", "H", "H", "H", "C", "Br", "Br", "Br", "H"],
  "positions_angstrom": [[-0.7957, 1.9966, -1.7082], [-1.0031, 0.9135, -0.7601], [0.2334, 0.5351, -0.0365], [1.7886, -0.5873, -1.2712], [0.9280, -2.6491, -0.8445], [-0.6278, -2.7096, -0.9190], [-1.2518, -2.5521, 0.5011], [-2.6383, -1.8360, 0.4657], [-2.7775, -0.7234, 1.4157], [3.0532, -0.8335, 0.6888], [2.6838, -0.1684, 2.1106], [4.2354, -1.6749, 0.6579], [-1.7230, 2.0858, -2.3018], [-0.6783, 2.9628, -1.2030], [0.0184, 1.8347, -2.4323], [-1.4058, 0.1383, -1.2673], [0.6943, 1.4825, 0.3084], [-0.0586, 0.0215, 0.8992], [0.8537, -0.3298, -2.8295], [2.6347, 1.0100, -1.6014], [3.1853, -1.3843, -2.1252], [1.3184, -3.3251, -1.6290], [1.2905, -3.0681, 0.1105], [-0.8932, -3.7289, -1.2488], [-1.0712, -2.0316, -1.6577], [-0.5529, -2.0816, 1.2033], [-1.4043, -3.5720, 0.8883], [-3.4011, -2.5852, 0.7415], [-2.8951, -1.5248, -0.5532], [-2.4511, 0.1115, 0.9411], [-2.1947, -0.9059, 2.2159], [1.9212, -0.8241, 2.5742], [2.3060, 0.8515, 2.0038], [3.5663, -0.2096, 2.7760], [3.9034, -2.5377, 0.8978], [-1.3564, 5.6776, 0.6790], [-3.0352, 4.7508, 0.9287], [0.1493, 4.5524, 1.1224], [-1.2019, 6.4062, -1.1067], [-1.3469, 6.5123, 1.3654]],
  "forces_ev_per_angstrom": [[-0.909, 0.145, -0.563], [0.172, 0.277, 0.011], [0.470, 0.549, 0.866], [-2.846, -1.318, -0.998], [0.406, -0.333, -0.120], [0.625, -0.636, 1.081], [-0.598, -0.211, -0.918], [0.032, -0.835, 0.995], [-0.456, 0.008, -0.833], [1.306, 0.746, 0.343], [0.662, -0.847, -0.143], [-1.082, 0.846, 0.378], [0.258, 0.047, 0.115], [0.229, -0.270, 0.051], [0.082, 0.032, 0.329], [0.217, -0.241, -0.060], [-0.239, -0.276, -0.054], [0.157, 0.108, -0.285], [-0.165, 0.506, -0.899], [0.616, -0.011, 0.327], [0.658, 0.120, 0.172], [0.170, 0.326, 0.219], [-0.326, -0.129, -0.231], [-0.068, 0.345, -0.192], [0.171, 0.153, 0.194], [-0.183, 0.260, -0.303], [0.098, 0.245, 0.012], [0.119, 0.161, -0.198], [0.143, 0.217, 0.241], [0.271, 0.216, 0.273], [0.177, 0.149, 0.149], [-0.011, 0.388, -0.104], [-0.115, -0.193, 0.148], [-0.269, 0.202, -0.121], [0.194, -0.731, 0.078], [0.066, -0.152, 0.020], [0.212, 0.081, -0.066], [-0.202, 0.166, -0.040], [-0.024, -0.095, 0.174], [-0.019, -0.016, -0.047]]
}